No. 1
# C6H27NO8

8 unconnected molecules or ions with the total composition C6H27NO8 (ωB97M-V/def2-TZVPD, OMol25).

The geometry in ORCA input format:
```
! wB97M-V def2-TZVPD RIJCOSX def2/J DEFGRID3
* xyz 0 1
C 1.02 1.21 -2.71
N 0.59 0.59 -1.45
C 0.41 1.63 -0.42
C -0.08 1.03 0.90
C -1.45 0.35 0.87
C -2.61 1.18 0.27
C -2.60 2.59 0.76
O -2.55 3.56 0.03
H 1.09 0.43 -3.48
H 0.35 1.98 -3.11
H 2.02 1.64 -2.57
H -0.27 0.08 -1.59
H -0.29 2.42 -0.73
H 1.39 2.08 -0.24
H 0.66 0.32 1.26
H -0.08 1.79 1.69
H -1.70 0.07 1.89
H -1.37 -0.58 0.31
H -2.55 1.16 -0.82
H -3.57 0.71 0.51
H -2.68 2.74 1.85
O 0.13 -3.57 0.36
H 0.84 -3.09 -0.12
H 0.35 -4.52 0.36
O 3.74 0.06 1.01
H 2.99 0.57 0.69
H 3.92 -0.56 0.29
O -2.32 3.13 -2.67
H -2.48 3.46 -1.76
H -1.72 2.40 -2.58
O 2.86 -1.67 2.91
H 3.26 -1.41 3.76
H 3.22 -1.01 2.26
O 0.28 -2.69 2.97
H 0.13 -3.03 2.06
H 1.19 -2.33 3.00
O 1.74 -2.21 -1.39
H 1.31 -1.32 -1.30
H 1.39 -2.56 -2.22
O -1.24 -2.19 -1.65
H -0.96 -2.74 -0.88
H -1.96 -2.67 -2.07
*
```

## Properties
Orbital gap in eV: 10.0
LUMO in hartree: 0.0070
ΔE to the lowest compared entry with this formula, charge and spin in kJ/mol: 102.5
HOMO level in Eh: -0.36163

---

No. 2
# C24H39As3Cl2NPb

A molecular structure, C24H39As3Cl2NPb (ωB97M-V/def2-TZVPD, OMol25).

The geometry in ORCA input format:
```
! wB97M-V def2-TZVPD RIJCOSX def2/J DEFGRID3
* xyz 3 1
Pb -0.01 0.14 -0.20
Cl 2.37 -0.41 1.56
C 3.62 -0.13 0.35
Cl 2.85 0.27 -1.21
H 4.20 -1.04 0.22
H 4.24 0.72 0.66
C -2.11 3.13 1.71
As -0.65 1.87 2.10
C 0.73 3.14 2.63
C -0.98 1.12 3.93
C -1.96 -0.04 4.15
C -3.25 0.20 3.37
C -1.32 -1.36 3.73
As -1.03 -1.73 1.79
C -2.73 -2.58 1.28
C 0.10 -3.31 2.08
C -2.22 -0.01 5.68
As -3.29 -1.35 6.79
C -2.05 -2.82 7.15
C -4.73 -2.19 5.74
H -2.44 3.62 2.62
H -2.97 2.64 1.25
H -1.73 3.89 1.03
H 0.35 3.77 3.43
H 1.02 3.78 1.79
H 1.61 2.60 2.99
H -1.29 2.00 4.50
H 0.02 0.84 4.28
H -3.01 0.26 2.30
H -3.74 1.11 3.69
H -3.94 -0.63 3.53
H -1.96 -2.19 4.08
H -0.35 -1.47 4.21
H -3.09 -3.25 2.06
H -2.56 -3.18 0.38
H -3.49 -1.84 1.07
H -0.29 -3.92 2.89
H 1.10 -2.98 2.34
H 0.14 -3.93 1.19
H -2.71 0.94 5.92
H -1.26 -0.01 6.22
H -1.06 -2.43 7.35
H -2.02 -3.54 6.33
H -2.39 -3.35 8.04
H -5.46 -1.45 5.45
H -5.22 -2.91 6.39
H -4.35 -2.72 4.87
N -1.79 1.50 -1.37
C -1.97 1.36 -2.80
C -2.02 2.51 -3.58
C -2.32 2.44 -4.93
C -2.55 1.21 -5.52
C -2.45 0.06 -4.76
C -2.16 0.11 -3.39
C -1.96 -1.17 -2.70
C -2.81 -2.26 -3.03
C -2.50 -3.55 -2.65
C -1.34 -3.83 -1.95
C -0.53 -2.77 -1.54
C -0.93 -1.50 -1.87
H -1.58 2.48 -1.20
H -2.67 1.29 -0.90
H -1.85 3.47 -3.12
H -2.41 3.35 -5.50
H -2.80 1.14 -6.56
H -2.59 -0.90 -5.23
H -3.68 -2.04 -3.62
H -3.15 -4.36 -2.94
H -1.03 -4.84 -1.74
H 0.38 -2.96 -0.99
*
```

## Properties
Orbital gap (spin up / spin down) in eV: 5.9 / 4.3
LUMO (spin up / spin down) in hartree: -0.3607 / -0.4203
HOMO level (spin up / spin down) in Eh: -0.57716 / -0.57808

---

No. 3
# C58H68FI2KN10S4

A molecular structure, C58H68FI2KN10S4 (ωB97M-V/def2-TZVPD, OMol25).

The geometry in ORCA input format:
```
! wB97M-V def2-TZVPD RIJCOSX def2/J DEFGRID3
* xyz 0 1
K -0.21 2.18 0.20
C -3.09 5.47 -0.86
C -2.01 6.04 0.06
N -1.27 5.04 0.84
C -1.80 4.79 2.18
C -2.66 3.52 2.26
N -1.82 2.34 2.14
C -2.58 1.09 2.24
C -1.74 -0.14 1.86
C -2.13 -0.87 -0.49
N -2.05 0.50 -0.92
C -3.34 1.13 -1.26
C -3.14 2.30 -2.21
N -2.21 3.28 -1.69
C -2.52 4.67 -2.04
H -3.69 6.30 -1.24
H -3.76 4.82 -0.29
H -2.46 6.79 0.72
H -1.29 6.57 -0.57
H -0.30 5.33 0.91
H -2.40 5.63 2.54
H -0.97 4.67 2.88
H -3.37 3.52 1.43
H -3.23 3.54 3.20
H -1.12 2.35 2.88
H -3.41 1.15 1.54
H -3.01 0.97 3.25
H -1.46 -0.71 2.74
H -0.80 0.15 1.38
H -2.86 -1.44 -1.08
H -1.14 -1.30 -0.64
H -1.44 0.54 -1.73
H -3.81 1.50 -0.35
H -4.03 0.40 -1.71
H -4.12 2.76 -2.35
H -2.82 1.90 -3.19
H -1.25 3.09 -2.03
H -3.22 4.72 -2.88
H -1.59 5.15 -2.37
N -2.54 -1.00 0.94
S -2.61 -2.69 1.25
N -0.38 -2.74 1.74
S 0.42 -3.22 0.60
N 1.02 -2.27 -0.49
S 1.88 -0.92 -0.22
N 1.30 0.33 0.27
C 3.20 -1.55 0.84
C 2.98 -1.34 2.19
C 3.90 -1.80 3.12
C 5.02 -2.50 2.70
C 5.23 -2.73 1.34
C 4.32 -2.25 0.40
C 2.60 -0.83 -1.85
C 2.84 0.45 -2.31
C 3.39 0.62 -3.58
C 3.73 -0.48 -4.35
C 3.48 -1.77 -3.88
C 2.89 -1.95 -2.63
C -0.45 -4.34 -0.54
C -0.55 -4.10 -1.90
C -1.21 -5.03 -2.71
C -1.76 -6.17 -2.15
C -1.65 -6.41 -0.79
C -1.00 -5.49 0.02
C 1.71 -4.35 1.13
C 1.90 -4.53 2.49
C 2.88 -5.42 2.92
C 3.64 -6.12 1.99
C 3.44 -5.93 0.63
C 2.47 -5.04 0.19
C -4.37 -2.87 0.68
C -5.56 -2.50 1.28
C -6.77 -2.71 0.63
C -6.79 -3.32 -0.63
C -5.61 -3.74 -1.21
C -4.40 -3.52 -0.55
C -2.92 -2.80 3.00
C -2.43 -3.92 3.64
C -2.63 -4.07 5.01
C -3.30 -3.08 5.72
C -3.80 -1.96 5.06
C -3.61 -1.82 3.69
H 2.08 -0.81 2.49
H 3.73 -1.63 4.18
H 5.74 -2.87 3.42
H 6.10 -3.28 1.01
H 4.49 -2.42 -0.65
H 2.55 1.30 -1.70
H 3.55 1.63 -3.95
H 4.18 -0.34 -5.32
H 3.72 -2.63 -4.49
H 2.64 -2.94 -2.27
H -0.11 -3.20 -2.31
H -1.28 -4.85 -3.77
H -2.27 -6.89 -2.79
H -2.08 -7.31 -0.35
H -0.91 -5.66 1.09
H 1.28 -3.97 3.18
H 3.05 -5.56 3.98
H 4.40 -6.82 2.33
H 4.03 -6.47 -0.09
H 2.28 -4.89 -0.86
H -5.58 -2.05 2.26
H -7.69 -2.41 1.10
H -7.74 -3.47 -1.13
H -5.62 -4.23 -2.18
H -3.47 -3.87 -1.00
H -1.88 -4.67 3.08
H -2.26 -4.94 5.52
H -3.44 -3.18 6.79
H -4.32 -1.19 5.61
H -3.98 -0.95 3.17
I 1.77 5.33 3.95
C 2.52 3.50 4.69
I 1.66 1.76 3.84
H 2.33 3.47 5.75
H 3.58 3.47 4.46
C 4.36 4.04 -1.96
N 4.76 2.88 -1.16
C 5.56 1.83 -1.60
C 5.55 0.89 -0.64
N 4.74 1.37 0.37
C 4.25 2.60 0.07
S 3.30 3.59 1.04
H 5.18 4.34 -2.59
H 4.09 4.84 -1.28
H 3.48 3.80 -2.56
H 6.07 1.86 -2.55
H 6.04 -0.07 -0.59
H 4.43 0.86 1.18
F 1.46 7.31 -6.12
C 1.30 6.29 -5.22
C 1.24 4.98 -5.67
C 1.07 3.95 -4.76
C 0.96 4.17 -3.36
C 0.77 3.11 -2.43
C 1.05 5.53 -2.96
C 1.21 6.57 -3.87
H 1.33 4.79 -6.73
H 1.03 2.92 -5.12
H 0.79 2.08 -2.77
H 0.87 3.30 -1.37
H 1.00 5.76 -1.90
H 1.26 7.60 -3.55
*
```

## Properties
Orbital gap in eV: 4.5
LUMO in hartree: 0.0000
HOMO level in Eh: -0.16451

---

No. 4
# C26H6Cl8N2O4

C26H6Cl8N2O4 in the gas phase (ωB97M-V/def2-TZVPD, OMol25).

The geometry in ORCA input format:
```
! wB97M-V def2-TZVPD RIJCOSX def2/J DEFGRID3
* xyz 0 1
O 0.47 -2.50 -3.31
C 0.48 -1.54 -2.53
C -0.11 -0.18 -2.77
C -0.92 0.17 -3.83
Cl -1.20 -0.92 -5.14
C -1.52 1.43 -3.89
Cl -2.74 1.79 -5.00
C -1.37 2.24 -2.80
Cl -2.36 3.71 -2.68
C -0.47 2.01 -1.76
Cl -0.05 3.23 -0.45
C 0.10 0.70 -1.80
C 1.06 0.09 -0.88
O 1.71 0.77 -0.07
C 1.24 -1.41 -1.19
C 0.57 -2.32 -0.17
C 0.21 -3.58 -0.49
C -0.38 -4.38 0.46
C -0.63 -3.85 1.80
C -1.11 -4.61 2.90
C -1.12 -3.99 4.15
C -0.69 -2.65 4.42
C -0.17 -1.95 3.35
N 0.34 -0.64 3.59
C -0.45 0.46 3.31
O -1.69 0.44 3.47
C 0.41 1.55 3.18
C 0.09 2.88 2.90
Cl -1.57 3.43 3.01
C 1.10 3.79 2.64
Cl 0.62 5.42 2.33
C 2.49 3.37 2.67
Cl 3.77 4.42 2.22
C 2.80 1.99 2.91
Cl 4.51 1.39 3.07
C 1.71 1.06 3.09
C 1.66 -0.29 3.34
O 2.54 -1.00 3.75
C -0.15 -2.49 2.05
N 0.48 -1.75 1.09
H 2.29 -1.61 -1.40
H 0.45 -4.11 -1.46
H -0.58 -5.41 0.24
H -1.39 -5.67 2.69
H -1.43 -4.48 5.09
H -0.68 -2.30 5.42
*
```

## Properties
Orbital gap in eV: 8.0
LUMO in hartree: -0.0439
HOMO level in Eh: -0.33802

---

No. 5
# C11H9BaN3O4S

A molecular structure, C11H9BaN3O4S (ωB97M-V/def2-TZVPD, OMol25).

The geometry in ORCA input format:
```
! wB97M-V def2-TZVPD RIJCOSX def2/J DEFGRID3
* xyz 0 1
Ba 0.60 2.45 -2.45
C -0.11 2.39 3.95
N -0.06 1.13 3.23
C -0.26 -0.11 3.79
C -0.12 -1.02 2.81
N 0.18 -0.33 1.64
C 0.22 1.02 1.91
S 0.53 2.33 0.93
C 0.36 -0.97 0.37
C 0.14 -2.34 0.26
C 0.31 -2.93 -0.97
C 0.69 -2.14 -2.05
C 0.89 -0.80 -1.83
N 0.73 -0.21 -0.64
H -0.35 2.17 4.99
H -0.87 3.03 3.52
H 0.85 2.90 3.89
H -0.49 -0.24 4.83
H -0.20 -2.09 2.87
H -0.18 -2.94 1.10
H 0.13 -3.99 -1.09
H 0.83 -2.56 -3.04
H 1.18 -0.15 -2.65
O -0.23 0.36 -5.80
C -0.21 0.67 -4.64
O 0.87 0.88 -3.90
C -1.54 1.03 -3.88
O -2.59 0.93 -4.45
O -1.31 1.52 -2.68
*
```

## Properties
Orbital gap in eV: 8.0
LUMO in hartree: -0.0111
ΔE to the lowest compared entry with this formula, charge and spin in kJ/mol: 118.5
HOMO level in Eh: -0.30530

---

No. 6
# C2H10NPY

A molecular structure, C2H10NPY (ωB97M-V/def2-TZVPD, OMol25).

The geometry in ORCA input format:
```
! wB97M-V def2-TZVPD RIJCOSX def2/J DEFGRID3
* xyz 3 1
C 1.72 -0.50 0.22
C 0.86 0.72 -0.12
N -0.28 0.99 0.77
P -1.57 0.09 0.30
H 2.52 -0.63 -0.50
H 2.19 -0.38 1.21
H 1.17 -1.47 0.33
H 0.50 0.59 -1.22
H 1.48 1.62 -0.21
H -0.40 1.97 1.01
H -1.68 0.61 -1.08
H -0.63 -1.05 0.35
H -2.61 0.15 1.25
H -2.44 -1.18 -0.58
Y -0.82 -1.53 -1.72
*
```

## Properties
Orbital gap in eV: 7.9
LUMO in hartree: -0.5814
ΔE to the lowest compared entry with this formula, charge and spin in kJ/mol: 0.0
HOMO level in Eh: -0.87117

---

Across the entries above, strongest force on any atom takes the values 0.0189 0.0537 0.0297 0.1274 0.1122 0.0245 Eh/bohr, respectively.